(1)
The following is a quantum chemistry calculation of a 4-piece molecular cluster, C16H38Cl4N2O4 overall, from the Open Molecules 2025 dataset.

Results
SMILES = COCCNCCOC.COCCNCCOC.ClCCCl.ClCCCl
Frontier orbital gap = 9.34 eV
HOMO energy = -8.811 eV

The geometry in XYZ format:
```
64
Properties=species:S:1:pos:R:3:forces:R:3:lowdin_charge:R:1
C -0.532951 4.524000 -2.054497 0.189 0.394 0.325 -0.1093
O 0.843343 4.212219 -2.138359 -0.198 0.225 -0.181 -0.2159
C 1.508058 4.305177 -0.896157 0.184 -0.468 -0.164 -0.2248
C 2.979304 4.037270 -1.184179 -0.351 0.740 -0.077 -0.2054
N 3.076681 2.748619 -1.828398 0.142 -0.725 -0.222 -0.0531
C 4.360451 2.449325 -2.456372 -0.072 0.824 -0.188 -0.1902
C 4.280826 1.337241 -3.485244 0.642 -0.036 0.300 -0.2356
O 3.360114 1.709312 -4.483139 0.058 -0.193 0.162 -0.2106
C 3.355273 0.787149 -5.562288 -0.175 0.509 0.140 -0.1233
H -0.937842 4.570262 -3.058949 -0.011 -0.223 -0.035 0.0503
H -0.665075 5.511561 -1.594452 -0.033 -0.036 0.036 0.0890
H -1.062174 3.789336 -1.439010 -0.108 -0.068 -0.104 0.0932
H 1.114374 3.523582 -0.231488 -0.016 0.084 0.169 0.1112
H 1.343749 5.280497 -0.428485 0.066 0.070 -0.035 0.1254
H 3.549989 4.133188 -0.256855 0.066 -0.436 0.043 0.1214
H 3.336603 4.858070 -1.826305 0.054 -0.038 -0.105 0.1228
H 2.401355 2.755361 -2.587941 -0.071 0.011 0.135 0.0860
H 5.133258 2.279848 -1.704982 -0.047 -0.362 0.055 0.1202
H 4.697908 3.336227 -3.015969 0.108 0.046 -0.030 0.1199
H 4.037574 0.351960 -3.071083 -0.295 0.107 0.190 0.0948
H 5.285959 1.225286 -3.915742 0.009 0.075 -0.092 0.1252
H 2.456262 1.016493 -6.128870 0.443 -0.110 -0.121 0.0099
H 3.305887 -0.242124 -5.195560 -0.021 -0.068 -0.030 0.0907
H 4.244652 0.911171 -6.184191 0.087 -0.039 -0.011 0.0948
C -1.271079 -1.959045 1.988569 0.671 -0.695 -0.710 -0.1231
O -2.570407 -2.020254 2.491549 0.151 0.286 0.623 -0.1899
C -3.389287 -2.935925 1.807699 -0.436 0.086 0.157 -0.2400
C -4.730314 -2.991561 2.559720 0.200 0.505 -0.375 -0.2092
N -4.636938 -3.164585 4.002380 0.518 -0.602 -0.155 -0.0506
C -3.912912 -4.399444 4.387907 -0.562 0.719 -0.060 -0.2004
C -3.995591 -4.544330 5.892898 0.582 -1.277 -0.347 -0.2482
O -3.166962 -3.573903 6.480905 -0.363 0.448 -0.046 -0.1773
C -2.992176 -3.779604 7.850304 0.027 -0.166 0.726 -0.1285
H -1.247390 -1.595134 0.953579 -0.117 0.091 -0.059 0.0803
H -0.824489 -2.962013 1.967851 0.007 -0.046 -0.016 0.0920
H -0.585354 -1.347168 2.570155 -0.480 0.246 0.367 0.0811
H -2.956134 -3.942687 1.760770 0.330 0.090 0.033 0.1143
H -3.524632 -2.567119 0.783340 -0.190 -0.243 -0.098 0.1225
H -5.339854 -3.780697 2.114063 -0.025 -0.092 0.114 0.1144
H -5.243265 -2.046740 2.358924 -0.072 -0.052 0.144 0.1142
H -4.065075 -2.407612 4.370169 -0.239 0.091 -0.052 0.1028
H -2.869767 -4.358826 4.059819 0.155 -0.113 0.198 0.1143
H -4.368505 -5.261474 3.895671 -0.178 0.017 0.078 0.1219
H -3.628970 -5.543146 6.188248 0.121 0.035 -0.135 0.1205
H -5.040307 -4.541707 6.219461 -0.035 0.605 0.121 0.1254
H -2.373375 -4.662201 8.053232 0.033 -0.055 -0.108 0.0875
H -3.935742 -3.923855 8.389702 -0.141 0.028 -0.172 0.0884
H -2.504727 -2.917726 8.301510 0.082 0.106 -0.242 0.0863
Cl 1.995625 -0.933468 -1.321548 -0.076 -0.043 0.190 0.5736
C 1.501743 0.396968 -0.239140 -0.070 0.447 0.504 -0.6534
C 2.613459 0.844924 0.696367 0.263 -0.568 -0.823 -0.6692
Cl 2.820396 -0.290911 2.049595 -0.081 -0.067 0.264 0.5537
H 0.649796 0.088413 0.363492 -0.107 -0.198 -0.255 0.0486
H 1.233958 1.227819 -0.883604 0.006 0.019 -0.019 0.0313
H 2.428755 1.840807 1.085886 -0.066 -0.006 0.056 0.0645
H 3.547493 0.812170 0.142452 0.043 0.343 0.086 0.0473
Cl -1.221186 2.568124 -4.979344 -0.062 -0.206 0.081 0.5760
C 0.136853 1.663469 -4.252491 0.183 0.236 0.497 -0.6531
C 0.211169 0.229093 -4.702677 -0.097 -0.015 0.043 -0.6403
Cl 0.378021 0.037955 -6.460168 -0.487 -0.212 -0.302 0.5924
H 0.009550 1.624669 -3.166750 -0.259 0.178 -0.066 0.0694
H 1.026282 2.267267 -4.416259 0.076 -0.310 -0.318 0.0537
H -0.692804 -0.298514 -4.404931 -0.006 0.001 -0.091 0.0735
H 1.060562 -0.263059 -4.230791 0.049 0.109 0.008 0.0463
```
Positions in Å, forces in eV/Å.

(2)
The following is a quantum chemistry calculation of C16H38MoN4OS as an isolated structure, from the Open Molecules 2025 dataset.

Results
Frontier orbital gap (alpha / beta) = 7.88 / 7.88 eV
HOMO energy (alpha / beta) = -22.950 / -22.948 eV
Total charge = +4

The geometry in XYZ format:
```
61
Properties=species:S:1:pos:R:3:forces:R:3:lowdin_charge:R:1
Mo -0.046144 -0.221068 0.513690 0.031 -0.877 0.055 1.6908
C 1.789905 1.699670 -1.517290 -0.029 0.121 -0.036 -0.1463
C 1.664924 2.374702 -0.164057 -0.176 -0.042 0.036 -0.1243
N 0.444097 1.846021 0.569503 0.181 0.288 0.129 -0.1659
C -0.749443 2.741896 0.335355 0.068 -0.008 0.107 -0.1280
C -1.968592 1.995310 0.802960 0.059 0.375 0.163 -0.1480
N -1.952342 0.683070 0.098221 -0.204 -0.097 -0.216 -0.1548
C -2.551689 0.815342 -1.311492 -0.020 0.039 0.064 -0.1130
C -1.976687 -0.154582 -2.322935 0.010 0.027 0.034 -0.1403
C -1.858519 -1.559132 -1.771396 0.057 -0.098 0.036 -0.1324
N -0.593304 -1.689177 -0.948489 0.001 0.022 -0.221 -0.1604
C 0.564351 -2.102083 -1.825141 -0.145 -0.028 -0.062 -0.1307
C 1.810411 -1.997167 -1.002625 0.112 -0.031 0.107 -0.1441
N 1.858190 -0.602117 -0.452901 0.083 0.051 0.092 -0.1416
C 2.499653 0.369133 -1.443147 0.037 -0.042 0.012 -0.1218
H 2.358317 2.341694 -2.193770 0.011 -0.004 0.013 0.1578
H 0.799823 1.599716 -1.985277 -0.007 0.008 -0.002 0.1120
H 1.534727 3.451665 -0.259975 0.020 0.029 -0.006 0.1482
H 2.544565 2.208608 0.458814 0.006 -0.027 0.013 0.1448
H 0.654927 1.931084 1.573758 0.012 0.056 0.010 0.1515
H -0.791237 2.975310 -0.728457 0.022 -0.029 -0.022 0.1355
H -0.607116 3.680587 0.871066 -0.016 0.017 0.016 0.1635
H -2.879345 2.563505 0.604312 -0.065 -0.108 -0.068 0.1628
H -1.932084 1.809595 1.879863 0.001 0.018 0.023 0.1350
H -2.604432 0.062424 0.585773 0.006 0.017 -0.007 0.1436
H -2.408995 1.844567 -1.631339 0.033 0.019 0.008 0.1337
H -3.624796 0.661026 -1.193583 -0.010 0.006 -0.001 0.1564
H -1.007331 0.188955 -2.701808 0.018 -0.006 0.007 0.1113
H -2.634232 -0.159471 -3.194154 -0.031 0.013 0.014 0.1583
H -1.806232 -2.300659 -2.568061 0.004 -0.021 -0.004 0.1501
H -2.707385 -1.826334 -1.139828 -0.021 0.006 -0.004 0.1438
H -0.748623 -2.480214 -0.307412 -0.012 -0.051 -0.046 0.1391
H 0.591665 -1.431672 -2.684999 -0.037 0.012 0.000 0.1378
H 0.394954 -3.112014 -2.199571 0.019 -0.020 0.007 0.1630
H 2.705850 -2.218688 -1.584639 0.023 0.022 -0.003 0.1608
H 1.789477 -2.696774 -0.161722 0.011 -0.009 0.004 0.1334
H 2.495647 -0.625337 0.349315 -0.001 0.051 0.005 0.1133
H 2.526009 -0.117257 -2.416739 -0.065 -0.011 0.001 0.1400
H 3.533547 0.511507 -1.126974 0.018 -0.040 -0.015 0.1547
C -0.952715 0.125960 5.151616 -0.015 -0.043 -0.007 -0.0773
C -1.059907 -1.370537 5.425572 0.017 0.028 0.052 -0.2408
C -1.448283 -2.200410 4.216230 0.032 0.045 -0.022 -0.3064
S -0.253829 -2.510431 2.903407 -0.145 -0.113 -0.060 1.1888
O -0.032248 -1.013337 2.147662 0.047 0.310 -0.355 -0.6528
C 1.324785 -2.917937 3.686681 -0.048 0.142 -0.058 -0.2836
C 2.217506 -1.798388 4.218952 0.121 -0.004 0.122 -0.2330
C 3.085176 -1.101342 3.174795 -0.058 -0.039 -0.001 -0.0755
H -0.750624 0.660994 6.077484 -0.001 0.002 0.012 0.1068
H -1.891027 0.518792 4.752915 -0.002 -0.004 0.008 0.0877
H -0.142221 0.366516 4.456249 0.025 -0.016 0.006 0.0488
H -1.857935 -1.557667 6.149642 -0.010 0.019 0.006 0.1492
H -0.157440 -1.769293 5.892249 -0.015 0.003 0.004 0.1175
H -2.330177 -1.826833 3.685334 -0.009 -0.040 0.014 0.1158
H -1.658776 -3.258599 4.453551 -0.015 0.029 0.057 0.1362
H 1.819661 -3.556811 2.951845 0.045 0.021 0.031 0.1106
H 0.950002 -3.569226 4.491268 0.016 -0.005 -0.007 0.1341
H 2.867198 -2.305690 4.937314 0.040 0.041 -0.003 0.1497
H 1.645530 -1.076391 4.799424 -0.018 -0.013 0.001 0.1015
H 3.629350 -1.817474 2.553917 -0.013 0.008 0.007 0.0965
H 3.827393 -0.477456 3.670380 0.022 -0.024 0.016 0.1072
H 2.492579 -0.427215 2.544193 -0.020 0.005 -0.065 0.0293
```
Positions in Å, forces in eV/Å.

(3)
The following is a quantum chemistry calculation of C16H38O2Pd as an isolated structure, from the Open Molecules 2025 dataset.

Results
Expectation value of S² = 2.01
Frontier orbital gap (alpha / beta) = 10.09 / 7.27 eV
HOMO energy (alpha / beta) = -9.416 / -9.080 eV
2S+1 = 3

The geometry in XYZ format:
```
57
Properties=species:S:1:pos:R:3:forces:R:3:lowdin_charge:R:1
Pd -1.609412 -0.068121 -1.197375 0.618 0.012 -0.761 0.9972
C 0.389739 -2.475962 -3.854113 -1.634 -0.097 -1.008 -0.0903
C -0.907102 -1.726414 -3.449634 1.770 -0.603 0.536 -0.3687
O -0.569431 -1.460243 -2.090974 -1.993 1.147 0.848 -0.4354
H 0.579607 -3.243294 -3.116718 0.247 0.221 0.537 0.0599
H 1.174672 -1.731487 -3.935877 0.298 -0.342 -0.100 0.0716
H 0.219840 -3.070986 -4.748741 0.340 0.370 -0.629 0.0636
H -1.808150 -2.332103 -3.563455 0.001 -0.312 0.350 0.0955
H -1.111886 -0.825054 -4.046832 0.379 0.083 0.148 0.0961
C -4.222008 1.422680 1.204211 1.533 -1.109 0.394 -0.0866
C -2.860262 1.935944 0.697164 1.628 1.140 -0.673 -0.3609
O -2.497721 1.534043 -0.667261 -1.074 -0.672 1.636 -0.4374
H -4.143985 0.282438 1.313147 -0.579 1.517 -0.879 0.0962
H -4.937135 1.861753 0.548654 -1.035 -0.552 -0.615 0.0552
H -4.504297 1.716767 2.222739 0.557 0.458 -0.160 0.0698
H -2.052181 1.633837 1.368446 -0.006 -0.413 0.088 0.0726
H -2.689533 3.052895 0.644072 -1.010 -0.904 0.347 0.1108
C 0.554972 4.745112 2.973701 0.045 -0.755 -0.593 -0.0965
C -0.003948 4.073052 1.723226 -0.141 1.434 -0.311 -0.2801
C 1.031005 4.116579 0.657896 2.346 0.517 -0.514 -0.2750
C 0.632003 3.664874 -0.727164 -0.878 -0.514 0.120 -0.2581
C 1.829398 3.441196 -1.575456 1.330 1.024 -2.719 -0.2952
C 1.477520 3.289030 -3.087049 -0.592 0.645 -0.282 -0.1269
H -0.070448 4.715850 3.829465 -0.776 -0.240 0.799 0.0540
H 0.700522 5.781406 2.744286 0.348 0.640 -0.104 0.0671
H 1.504614 4.287902 3.234462 0.232 0.053 0.109 0.0742
H -0.334466 3.059023 1.794451 -0.291 -0.679 0.602 0.0825
H -0.823713 4.667043 1.320550 -0.529 -0.037 0.296 0.1083
H 1.888597 3.475619 0.988079 -0.439 0.333 -0.252 0.1276
H 1.505013 5.144945 0.543897 -0.654 -0.921 0.334 0.1367
H 0.158782 2.662992 -0.656606 -0.476 0.648 -0.037 0.1043
H -0.050859 4.410375 -1.238649 0.487 -0.910 0.641 0.1428
H 2.543090 4.325550 -1.498369 -0.639 -1.090 0.023 0.1276
H 2.392202 2.521129 -1.437404 0.047 0.000 1.117 0.1013
H 1.019300 4.204922 -3.502755 0.544 0.017 0.191 0.0657
H 2.384232 3.040026 -3.676001 -0.677 0.041 0.235 0.0718
H 0.650852 2.576315 -3.288173 0.743 -0.229 0.375 0.0670
C 0.893132 -0.734659 1.710718 0.889 0.356 -3.100 -0.1187
C 1.203672 -2.155593 2.028027 -0.552 -0.822 1.305 -0.3007
C 0.620857 -3.196558 1.099534 0.840 -1.185 -0.342 -0.2127
C 1.215022 -4.608889 1.446469 -2.579 -0.529 2.247 -0.2110
C 0.774450 -5.820615 0.586648 1.691 1.103 -0.415 -0.2862
C -0.669363 -6.069523 0.232339 -0.212 0.911 -0.601 -0.1170
H 1.192535 -0.012307 2.418875 0.386 0.667 0.999 0.0542
H -0.117797 -0.515510 1.403048 -0.849 -0.324 0.424 0.0395
H 1.416943 -0.488767 0.743985 -0.069 0.029 0.802 0.0909
H 2.254563 -2.376904 2.144403 0.652 0.477 -0.347 0.1034
H 0.854732 -2.361635 3.039910 -0.360 -0.181 0.203 0.1092
H 0.856673 -2.937657 0.046392 -0.167 -0.162 0.383 0.1152
H -0.457408 -3.236313 1.203830 -0.304 0.069 -0.119 0.1029
H 2.280662 -4.554757 1.588734 0.596 -0.052 -0.572 0.0906
H 0.885867 -4.948867 2.507319 0.191 1.153 -1.199 0.1312
H 1.458090 -5.703435 -0.268268 -0.690 -0.544 -0.479 0.1044
H 1.096598 -6.704509 1.099935 0.534 -0.551 0.335 0.0874
H -1.190186 -5.167447 -0.101974 0.402 -0.040 -1.112 0.0612
H -0.719381 -6.928244 -0.477468 -0.410 0.795 0.570 0.0882
H -1.289086 -6.187445 1.097703 -0.059 -1.090 0.930 0.0597
```
Positions in Å, forces in eV/Å.